1.
{
  "formula": "C11H15BFNO8",
  "method": "wB97M-V/def2-TZVPD",
  "spin_multiplicity": 1,
  "charge": 0,
  "orbital_gap_ev": 8.10,
  "smiles": "CCOC1=C(B(O)N(C)C)C(=O)OC1=O.O=C1OC[C@@H](F)O1",
  "molar_mass_g_mol": 319.0,
  "energy_ev": -32914.639,
  "elements": ["C", "C", "O", "C", "C", "B", "O", "N", "C", "C", "C", "O", "O", "C", "O", "H", "H", "H", "H", "H", "H", "H", "H", "H", "H", "H", "H", "O", "C", "O", "C", "C", "F", "O", "H", "H", "H"],
  "xyz": [[2.00769, -2.23315, 0.06051], [0.60186, -1.65728, 0.00679], [0.67350, -0.30973, 0.53679], [-0.33233, 0.52396, 0.36019], [-1.63761, 0.51616, 0.70350], [-2.53717, -0.63108, 1.27611], [-2.05963, -1.67545, 2.03452], [-3.92376, -0.59282, 0.82156], [-4.92322, -0.91923, 1.83573], [-4.14229, -1.24114, -0.46887], [-2.04975, 1.92864, 0.55967], [-2.80209, 2.52510, 1.27407], [-1.18503, 2.59316, -0.33498], [-0.16602, 1.70814, -0.55228], [0.49771, 1.70141, -1.54734], [2.71872, -1.42771, 0.21749], [2.26941, -2.69727, -0.88244], [2.13322, -2.91144, 0.89370], [0.23356, -1.58322, -1.00991], [-0.03762, -2.24844, 0.64846], [-2.18404, -2.51124, 1.58250], [-4.57444, -0.57360, 2.80151], [-5.83628, -0.36556, 1.62311], [-5.19195, -1.97662, 1.85244], [-3.21866, -1.63760, -0.88993], [-4.84834, -2.06357, -0.37798], [-4.55258, -0.55746, -1.21299], [6.63631, 0.53454, -0.17894], [5.70472, 1.12577, -0.59741], [4.54040, 1.31199, 0.07087], [3.71591, 2.19240, -0.70523], [4.27793, 2.00247, -2.09353], [4.20088, 3.13096, -2.83900], [5.64001, 1.70719, -1.83019], [3.84786, 3.21756, -0.35641], [2.67059, 1.91593, -0.62943], [3.83250, 1.17824, -2.65264]],
  "atomic_forces_ev_per_a": [[0.0, 0.5, -0.1], [0.5, 0.0, 0.4], [0.2, 0.1, -0.3], [-0.6, 0.1, 0.1], [0.9, -0.4, 0.5], [-1.0, 0.1, -0.5], [1.0, 0.5, 0.0], [0.4, -0.5, 0.5], [-0.1, 0.3, -0.5], [-0.2, 0.6, -0.3], [-0.4, 0.6, 1.3], [0.2, -0.3, -1.2], [0.1, -0.3, 0.4], [-0.4, -0.4, -1.3], [0.5, 0.5, 0.5], [0.1, 0.2, 0.0], [0.0, -0.3, 0.0], [0.0, -0.3, 0.0], [-0.2, -0.1, -0.1], [-0.5, 0.0, -0.1], [-0.5, -0.3, 0.3], [0.0, -0.2, 0.3], [-0.2, 0.1, 0.0], [0.1, -0.2, 0.2], [0.1, -0.1, -0.1], [0.0, -0.2, 0.1], [-0.1, 0.1, -0.1], [0.3, -0.1, 0.1], [-0.1, 0.2, 0.0], [-0.1, 0.1, -0.2], [-0.2, 0.0, 0.2], [0.2, 0.2, 0.0], [0.1, 0.0, 0.0], [-0.2, -0.3, 0.0], [0.1, 0.0, -0.1], [0.1, -0.2, 0.1], [0.0, 0.1, -0.1]]
}

***

2.
{
  "formula": "C2H5NSi",
  "method": "wB97M-V/def2-TZVPD",
  "spin_multiplicity": 1,
  "charge": 0,
  "orbital_gap_ev": 12.35,
  "smiles": "N#CC[SiH3]",
  "molar_mass_g_mol": 71.2,
  "relative_energy_kj_mol": 70.8,
  "energy_ev": -11521.072,
  "elements": ["N", "C", "C", "Si", "H", "H", "H", "H", "H"],
  "xyz": [[-3.44075, -0.35827, -0.05576], [-2.40935, 0.13180, 0.02376], [-0.88509, 0.74856, 0.00710], [0.39312, -0.62185, 0.00096], [-0.87091, 1.46181, 0.72991], [-0.82993, 1.27350, -0.93705], [1.72220, -0.02849, 0.61137], [0.45622, -1.31851, -1.36244], [-0.06444, -1.87079, 0.62916]],
  "atomic_forces_ev_per_a": [[-0.4, -0.1, 0.1], [3.8, 1.3, -0.3], [-3.8, -3.0, -2.1], [1.0, -0.8, -0.2], [0.3, 1.8, 2.4], [0.0, 0.1, -0.3], [-1.2, -0.7, -0.8], [0.4, 1.1, 0.4], [0.0, 0.3, 0.9]]
}

***

3.
{
  "formula": "C18H37BClNO11S4",
  "method": "wB97M-V/def2-TZVPD",
  "spin_multiplicity": 1,
  "charge": 0,
  "orbital_gap_ev": 10.10,
  "smiles": "CB(O)N(Cl)C(=O)O.O=S1(=O)CCCC1.O=S1(=O)CCCC1.O=S1(=O)CCCC1.O=S1(=O)CCCC1",
  "molar_mass_g_mol": 618.0,
  "energy_ev": -99819.090,
  "elements": ["C", "B", "O", "N", "Cl", "C", "O", "O", "H", "H", "H", "H", "H", "O", "S", "O", "C", "C", "C", "C", "H", "H", "H", "H", "H", "H", "H", "H", "O", "S", "O", "C", "C", "C", "C", "H", "H", "H", "H", "H", "H", "H", "H", "O", "S", "O", "C", "C", "C", "C", "H", "H", "H", "H", "H", "H", "H", "H", "O", "S", "O", "C", "C", "C", "C", "H", "H", "H", "H", "H", "H", "H", "H"],
  "xyz": [[0.13213, 1.90642, 0.67560], [-0.51935, 2.85887, -0.36022], [0.00611, 4.06229, -0.68194], [-1.83290, 2.48132, -1.06319], [-1.36800, 1.22063, -2.13896], [-2.89884, 2.09503, -0.23720], [-3.49991, 1.06404, -0.26582], [-3.23744, 3.08518, 0.62471], [-0.00014, 2.30887, 1.68352], [1.19810, 1.78808, 0.47418], [-0.32879, 0.91852, 0.64206], [-0.59431, 4.64194, -1.15974], [-2.71595, 3.87918, 0.46779], [-4.37943, -0.34008, -5.84516], [-4.21541, 0.80420, -4.98201], [-2.93236, 1.45104, -4.87576], [-5.47985, 2.01170, -5.37620], [-6.65232, 1.63011, -4.47979], [-6.04700, 1.30381, -3.10690], [-4.84149, 0.38953, -3.34353], [-5.68866, 1.95763, -6.44204], [-5.07785, 2.99200, -5.12071], [-7.38375, 2.43506, -4.42088], [-7.15461, 0.74882, -4.88459], [-5.72023, 2.22492, -2.61989], [-6.77144, 0.82673, -2.44899], [-4.04266, 0.53891, -2.62120], [-5.12256, -0.66190, -3.37068], [-0.35351, -4.84829, -0.92875], [-0.17968, -3.53686, -1.50423], [0.93839, -2.72003, -1.10675], [-0.23481, -3.68130, -3.29084], [-1.71265, -3.53140, -3.63630], [-2.22974, -2.38470, -2.75962], [-1.71884, -2.61789, -1.33460], [0.19940, -4.63756, -3.57275], [0.36004, -2.86301, -3.69662], [-1.85495, -3.32644, -4.69623], [-2.24458, -4.45482, -3.39660], [-1.84231, -1.43640, -3.13826], [-3.31698, -2.32198, -2.77545], [-1.51052, -1.69424, -0.79875], [-2.39591, -3.23850, -0.75070], [5.35698, 1.21429, -1.25251], [4.59176, 1.26475, -0.03142], [3.28488, 1.87552, -0.02245], [4.49032, -0.36981, 0.67574], [5.71620, -0.46300, 1.57921], [5.82533, 0.88446, 2.30796], [5.62272, 1.98580, 1.25876], [4.47875, -1.09890, -0.13148], [3.56752, -0.42160, 1.24664], [5.63405, -1.29632, 2.27500], [6.60711, -0.61912, 0.96529], [5.04675, 0.94795, 3.06472], [6.78843, 0.99681, 2.80607], [5.11456, 2.86362, 1.65044], [6.55408, 2.28211, 0.77969], [3.15779, -0.31422, 3.43571], [2.05585, -0.44601, 4.36324], [0.72124, -0.11647, 3.94408], [2.10501, -2.08859, 5.07231], [2.99971, -1.93950, 6.29765], [2.57623, -0.62739, 6.97306], [2.47376, 0.43832, 5.87596], [2.47916, -2.77863, 4.31970], [1.08247, -2.34947, 5.34435], [2.89761, -2.79211, 6.96708], [4.04544, -1.87944, 5.98808], [1.60418, -0.75980, 7.45148], [3.28276, -0.32378, 7.74398], [1.69459, 1.17421, 6.05781], [3.42320, 0.94090, 5.70050]],
  "atomic_forces_ev_per_a": [[-0.1, -0.2, -0.3], [0.1, 0.0, -0.1], [-0.1, 0.1, 0.4], [-0.1, -0.2, 0.4], [0.1, 0.1, -0.1], [0.1, 0.3, -0.1], [-0.1, -0.1, -0.1], [0.0, -0.2, 0.1], [0.1, 0.0, 0.0], [0.0, 0.1, 0.2], [0.0, 0.0, 0.1], [0.1, -0.1, -0.4], [0.0, 0.1, -0.1], [0.0, 0.0, 0.0], [0.0, 0.0, 0.2], [0.0, -0.1, -0.1], [-0.1, 0.1, 0.0], [0.0, 0.0, 0.0], [0.0, 0.0, 0.0], [-0.1, 0.0, 0.1], [0.1, 0.0, 0.0], [0.0, 0.0, 0.0], [0.0, 0.0, 0.0], [0.0, 0.0, 0.0], [0.0, 0.0, 0.0], [0.0, 0.0, 0.0], [0.0, 0.0, 0.0], [0.0, 0.0, -0.1], [0.0, 0.0, 0.0], [0.0, 0.1, -0.1], [0.0, 0.0, 0.0], [-0.1, 0.0, -0.1], [0.0, 0.0, 0.1], [0.0, 0.1, 0.0], [-0.1, 0.1, 0.0], [0.0, 0.0, 0.1], [0.0, 0.0, 0.0], [0.0, 0.0, 0.0], [0.0, 0.0, 0.0], [0.0, 0.0, 0.0], [0.0, 0.0, 0.0], [0.0, 0.0, 0.0], [0.1, -0.1, 0.0], [0.0, 0.1, 0.0], [-0.1, -0.1, 0.1], [0.1, 0.1, -0.1], [0.1, -0.2, 0.1], [0.1, 0.1, -0.1], [0.0, 0.0, -0.1], [0.1, 0.0, 0.2], [0.0, 0.1, -0.1], [0.0, 0.0, 0.0], [0.0, 0.0, 0.0], [0.0, 0.0, 0.0], [0.0, 0.0, 0.0], [0.0, 0.0, 0.0], [0.0, 0.0, -0.1], [0.0, 0.0, 0.0], [-0.1, 0.0, 0.2], [0.0, 0.0, 0.0], [0.0, 0.0, -0.1], [0.0, -0.1, 0.1], [0.0, 0.1, 0.0], [0.0, 0.0, 0.0], [0.0, 0.0, 0.2], [0.0, 0.0, -0.1], [0.0, 0.0, 0.0], [0.0, 0.0, 0.0], [0.0, 0.0, 0.0], [0.0, 0.0, 0.0], [0.0, 0.0, 0.0], [0.0, 0.0, 0.0], [0.0, 0.0, -0.1]]
}